[1]
Below is a cluster of 2 separate species, C6H12O in total, with properties calculated with ωB97M-V/def2-TZVPD.

## Properties
Spin multiplicity: 1
ΔE to the lowest compared entry with this formula, charge and spin, kJ/mol: 323.1
Frontier orbital gap, eV: 10.5
SMILES: CC(C)(C)O.C#C
E_HOMO, eV: -9.537

Structure (XYZ):
```
19
Properties=species:S:1:pos:R:3:forces:R:3
C 1.40211 1.65643 0.35194 -0.1 -0.4 0.1
C 0.20749 0.16651 -1.35946 1.2 1.3 1.4
C 0.44890 0.46928 0.29044 -1.4 -0.2 -2.9
O 1.06644 -0.61135 0.88727 -0.3 -2.2 0.3
H 1.57070 1.92696 1.39353 0.0 0.0 0.1
H 0.99009 2.51386 -0.17450 0.0 0.1 0.0
H 2.35981 1.38860 -0.08690 0.1 0.0 -0.1
H -0.23873 1.07709 -1.75483 0.1 0.2 -0.2
H -0.30541 -0.65935 -1.84390 -0.2 -0.2 0.9
H 1.22851 0.08196 -1.73368 0.1 0.2 -0.2
C -0.89097 0.80205 0.94660 0.3 0.0 0.1
C -1.45728 -2.10928 -0.60482 0.6 -1.5 1.5
C -0.73741 -2.74614 0.13482 -1.7 0.1 -1.5
H -2.20462 -1.61648 -1.16606 0.0 0.4 -0.2
H -1.36746 1.64690 0.45293 0.0 0.1 0.0
H -0.72254 1.06028 1.99245 0.0 0.1 0.1
H -1.56487 -0.05022 0.92431 0.0 0.0 0.0
H 0.50797 -1.43940 0.70341 1.1 1.9 0.4
H -0.29274 -3.55769 0.64644 0.5 0.0 0.4
```
Positions in Å, forces in eV/Å.

[2]
Below is a structure of composition C43H36F3NOP2PdS2, with properties calculated with ωB97M-V/def2-TZVPD.

## Properties
Spin multiplicity: 1
ΔE to the lowest compared entry with this formula, charge and spin, kJ/mol: 0.0
Frontier orbital gap, eV: 7.7
E_HOMO, eV: -7.481

Structure (XYZ):
```
89
Properties=species:S:1:pos:R:3:forces:R:3
Pd -0.07623 0.53061 0.01480 -0.4 0.5 -0.2
C -2.83471 1.31347 -1.87875 -0.3 0.1 0.2
N -2.99464 0.01215 -2.47026 0.1 -0.1 0.0
C -2.20423 -1.11616 -2.03100 0.1 -0.2 0.0
P -1.52802 -1.14840 -0.29779 -0.3 -0.2 -0.1
C -2.98579 -1.37670 0.77714 -0.1 0.2 -0.1
C -2.83247 -1.65846 2.13725 0.1 0.0 -0.1
C -3.94140 -1.84212 2.94670 0.1 0.0 0.0
C -5.22046 -1.73576 2.41884 0.0 0.0 0.0
C -5.38605 -1.44788 1.07563 0.0 0.0 -0.1
C -4.27780 -1.26744 0.25824 0.1 -0.1 0.0
C -0.73388 -2.78331 -0.37398 0.0 -0.1 -0.1
C -1.27523 -3.91964 0.22256 0.1 0.1 0.0
C -0.64528 -5.14848 0.08234 0.0 0.0 0.0
C 0.51434 -5.25681 -0.66718 0.0 0.0 0.0
C 1.04807 -4.13429 -1.28379 0.0 0.0 0.0
C 0.43024 -2.90373 -1.13632 0.0 0.1 0.0
C -4.08204 -0.22008 -3.31668 0.0 0.0 0.1
C -5.20888 0.60830 -3.28778 0.0 0.0 -0.1
C -6.27747 0.36881 -4.13934 0.0 0.0 0.0
C -6.26044 -0.69930 -5.02219 0.0 0.0 0.0
C -5.14778 -1.52884 -5.04662 0.0 0.0 0.0
C -4.06776 -1.29486 -4.21239 0.0 0.0 0.0
P -1.11839 1.85399 -1.53633 0.1 0.1 -0.3
C -1.52495 3.45344 -0.76809 -0.1 0.0 0.1
C -1.85089 4.57166 -1.53223 0.0 0.0 0.0
C -2.24601 5.74644 -0.91053 0.0 0.0 0.0
C -2.32516 5.80982 0.47296 0.0 0.0 0.0
C -2.01047 4.69727 1.23891 0.0 0.0 0.0
C -1.60983 3.52104 0.62249 0.0 0.1 0.0
C -0.45669 2.28651 -3.16862 0.3 -0.1 0.2
C 0.70977 3.05610 -3.19010 0.0 0.0 -0.1
C 1.30930 3.37162 -4.39655 0.0 0.0 0.0
C 0.76148 2.90980 -5.58748 0.0 0.0 0.0
C -0.38496 2.13257 -5.56956 0.0 0.0 0.0
C -0.99479 1.81488 -4.36137 0.0 0.1 0.0
H -3.34032 1.40240 -0.90146 0.0 0.0 -0.1
H -3.27217 2.06200 -2.54281 0.0 0.0 0.0
H -1.29352 -1.24598 -2.63632 -0.1 0.0 0.0
H -2.80519 -2.02108 -2.14776 0.1 0.0 0.0
H -1.83748 -1.73352 2.55453 0.0 0.0 0.0
H -3.80143 -2.06909 3.99572 0.0 0.0 0.0
H -6.08509 -1.87748 3.05427 0.0 0.0 0.0
H -6.37910 -1.36434 0.65369 0.0 0.0 0.0
H -4.43604 -1.04613 -0.78529 0.0 0.0 -0.1
H -2.18418 -3.85404 0.79978 -0.1 0.0 0.1
H -1.06767 -6.02192 0.56120 0.0 0.0 0.0
H 1.00337 -6.21647 -0.77242 0.0 0.0 0.0
H 1.95275 -4.21370 -1.87125 0.0 0.0 0.0
H 0.85929 -2.02480 -1.60615 0.0 -0.1 0.1
H -5.26735 1.42741 -2.58495 0.0 0.0 0.0
H -7.13900 1.02254 -4.09532 0.0 0.0 0.0
H -7.09857 -0.88281 -5.67988 0.0 0.0 0.0
H -5.10888 -2.36475 -5.73296 0.0 0.0 0.0
H -3.19930 -1.93627 -4.27492 0.0 0.0 0.0
H -1.78516 4.52961 -2.61188 0.0 0.0 0.0
H -2.48911 6.61447 -1.50930 0.0 0.0 0.0
H -2.63014 6.72951 0.95484 0.0 0.0 0.0
H -2.06540 4.74533 2.31819 0.0 0.0 0.0
H -1.35061 2.65374 1.21961 0.0 0.0 0.0
H 1.14159 3.39790 -2.25624 0.0 0.0 0.0
H 2.20832 3.97356 -4.41009 0.0 0.0 0.0
H 1.23503 3.15341 -6.52944 0.0 0.0 0.0
H -0.80927 1.76723 -6.49564 0.0 0.0 0.0
H -1.88744 1.20371 -4.35693 0.0 0.0 0.0
F 2.00403 -3.25388 8.51976 0.0 0.0 0.0
C 0.82701 -2.65766 8.26427 0.0 0.0 -0.1
F -0.13816 -3.57026 8.51205 0.0 0.0 0.0
F 0.66880 -1.68304 9.18358 0.0 0.0 0.0
C 0.74122 -2.12546 6.86396 0.0 0.0 0.1
C -0.39664 -1.41958 6.48872 0.0 0.0 0.0
C -0.50891 -0.92791 5.20378 0.0 0.0 0.0
C 0.51444 -1.13262 4.26932 -0.1 0.0 -0.1
C 1.64948 -1.84063 4.66213 0.0 0.0 0.0
C 1.76279 -2.33522 5.95155 0.0 0.0 0.0
C 0.37157 -0.63290 2.93419 0.0 0.0 0.2
C 0.20857 -0.17848 1.82194 0.3 -0.5 0.5
H -1.18858 -1.25196 7.20771 0.0 0.0 0.0
H -1.38626 -0.37140 4.90448 0.0 0.0 0.0
H 2.44168 -1.99983 3.94356 0.0 0.0 0.0
H 2.64681 -2.88196 6.24815 0.0 0.0 0.0
C 5.12896 1.21103 -0.36365 0.0 0.0 0.0
O 3.97108 1.92477 0.07379 0.0 0.0 0.0
C 2.78128 1.35586 -0.09256 -0.1 0.2 0.2
S 2.54019 -0.14164 -0.75250 0.3 -0.4 -0.4
S 1.47289 2.29755 0.46972 0.1 0.2 0.1
H 5.96521 1.86753 -0.14135 0.0 0.0 0.0
H 5.06603 1.00628 -1.43240 0.0 0.0 0.0
H 5.22141 0.26854 0.17434 0.0 0.0 0.0
```
Positions in Å, forces in eV/Å.

[3]
Below is an isolated molecule of C4H9NO, with properties calculated with ωB97M-V/def2-TZVPD.

## Properties
Spin multiplicity: 1
ΔE to the lowest compared entry with this formula, charge and spin, kJ/mol: 116.5
Frontier orbital gap, eV: 10.3
SMILES: CC[C@H](N)C=O
E_HOMO, eV: -9.415

Structure (XYZ):
```
15
Properties=species:S:1:pos:R:3:forces:R:3
O 2.78789 -0.76883 0.73203 -0.1 -0.1 0.2
C 1.97518 -0.11428 0.13946 0.2 0.1 -0.3
C 0.49012 -0.41500 0.08679 -0.4 -0.1 0.1
C -0.30038 0.79355 -0.41578 0.4 0.3 0.1
C -1.72920 0.44015 -0.77722 -0.1 0.6 0.0
N -0.05670 -0.94780 1.32952 0.1 -0.4 0.3
H 2.30362 0.77855 -0.43529 0.0 0.0 0.0
H 0.35348 -1.22231 -0.64558 0.2 0.1 -0.1
H 0.21574 1.23484 -1.27346 0.0 -0.2 -0.2
H -0.25116 1.59191 0.33854 -0.2 -0.2 0.1
H -1.75572 -0.34456 -1.52992 0.0 -0.3 0.1
H -2.27855 0.16012 0.11711 -0.1 -0.3 -0.1
H -2.24252 1.29381 -1.22470 0.0 0.1 0.1
H 0.36294 -0.53249 2.15756 0.0 0.1 -0.2
H 0.12527 -1.94768 1.40093 0.0 0.3 0.0
```
Positions in Å, forces in eV/Å.